Entry 1:
# C5H9PS4

A single C5H9PS4 molecule at a distorted geometry (ωB97M-V with the def2-TZVPD basis set, the Open Molecules 2025 dataset).

Structure (XYZ):
```
19
Properties=species:S:1:pos:R:3
C -1.1879 0.5298 1.5390
C -0.3191 0.0993 0.2325
C 1.0867 0.3226 0.7870
S 2.3410 0.8418 -0.3964
P 1.6231 -0.4733 -1.8063
S 3.0198 -0.9016 -3.1557
S -0.0300 0.5356 -2.6546
C -0.7522 0.9438 -1.0032
S 0.8612 -2.3422 -0.6816
C -0.5331 -1.4513 0.1027
H -2.2628 0.3630 1.3220
H -1.1420 1.6081 1.6540
H -0.8257 0.0792 2.4374
H 1.1749 1.1425 1.5024
H 1.4700 -0.5712 1.3166
H -1.8722 0.8282 -1.1575
H -0.5818 1.9696 -0.7413
H -0.5903 -1.8629 1.1399
H -1.4796 -1.6610 -0.4369
```

Results
HOMO-LUMO gap, eV: 8.072
Structure (SMILES): C[C@]12CS[P@](=S)(SC1)SC2
Maximum force, eV/A: 3.11
E, eV: -57961.7008
LUMO energy, eV: -0.60

=====

Entry 2:
# CHF4N2O

A 2-piece molecular cluster, CHF4N2O overall at a distorted geometry (ωB97M-V with the def2-TZVPD basis set, the Open Molecules 2025 dataset).

Structure (XYZ):
```
9
Properties=species:S:1:pos:R:3
C -3.1864 -0.1983 0.1451
N -0.1496 -1.3893 -0.0624
N -1.8423 0.2733 -0.1052
O -1.4898 1.2585 -0.6641
F -3.2352 -1.3896 -0.3518
F -4.0313 0.6649 -0.3937
F -3.3987 -0.2671 1.4325
F 0.9216 -0.7145 -0.2768
H -0.3740 -1.6141 0.9243
```

Results
Charge: +1
HOMO-LUMO gap (alpha / beta), eV: 9.020 / 7.447
Maximum force, eV/A: 6.53
E, eV: -16934.5826
LUMO energy (alpha / beta), eV: -8.54 / -9.33
Relative energy (zero: lowest compared OMol25 entry of this formula, charge and spin), kcal/mol: 116.0

=====

Entry 3:
# C9H14O

A 2-piece molecular cluster, C9H14O overall at a distorted geometry (ωB97M-V with the def2-TZVPD basis set, the Open Molecules 2025 dataset).

Structure (XYZ):
```
24
Properties=species:S:1:pos:R:3
C 0.6893 3.1589 -2.4038
C -0.1447 2.0946 -1.7396
C 0.0160 1.7615 -0.4110
C -0.7579 0.7553 0.1638
C -1.6428 0.0168 -0.5840
O -2.3832 -1.0081 -0.0950
C -1.8416 0.3794 -1.9187
C -1.1096 1.3975 -2.4821
H 0.2946 4.1575 -2.2110
H 0.7418 3.0278 -3.4831
H 1.7194 3.1478 -2.0518
H 0.7948 2.2280 0.1843
H -0.5800 0.5360 1.2164
H -2.2233 -1.1436 0.8514
H -2.6337 -0.0786 -2.5206
H -1.2242 1.6939 -3.5226
C 0.5509 -2.8795 2.3956
C 1.9988 -2.6111 2.8565
H 0.2871 -2.2283 1.5652
H 0.4572 -3.9191 2.0393
H -0.0831 -2.8929 3.2792
H 2.6885 -3.3819 2.5168
H 2.0296 -2.5300 3.9439
H 2.3563 -1.6820 2.4106
```

Results
HOMO-LUMO gap, eV: 9.239
Structure (SMILES): Cc1ccc(O)cc1.CC
Maximum force, eV/A: 1.55
E, eV: -11607.2856
LUMO energy, eV: 0.87
Relative energy (zero: lowest compared OMol25 entry of this formula, charge and spin), kcal/mol: 8.1

=====

Entry 4:
# C2H3NOS

A single C2H3NOS molecule at a distorted geometry (ωB97M-V with the def2-TZVPD basis set, the Open Molecules 2025 dataset).

Structure (XYZ):
```
8
Properties=species:S:1:pos:R:3
C -0.3131 -1.3521 -0.4120
C 0.0709 0.0758 -0.4648
N -0.7777 -0.5533 0.5753
O -0.8294 -3.8366 -0.0177
S -0.3540 -2.8414 -1.0218
H 1.0079 0.2646 -0.1749
H -0.4360 0.8216 -1.2041
H -0.5090 -0.5703 1.5448
```

Results
HOMO-LUMO gap, eV: 9.119
Maximum force, eV/A: 4.98
E, eV: -16492.1745
LUMO energy, eV: 0.35
Relative energy (zero: lowest compared OMol25 entry of this formula, charge and spin), kcal/mol: 69.7